Entry 1:
Formula: C5H9O3Tl
Source: the Open Molecules 2025 dataset
Level of theory: the ωB97M-V functional and the def2-TZVPD basis

- HOMO level: -18.19 eV
- Energy relative to the best compared isomer or geometry (same formula, charge and spin): 573.8 kJ/mol
- HOMO-LUMO gap: 3.8 eV
- E_LUMO: -14.42 eV

```
! RIJCOSX wB97M-V def2-TZVPD def2/J DEFGRID3
* xyz 2 1
Tl 1.394 1.190 -3.894
C -1.788 2.644 -1.179
O -0.857 2.212 -2.257
H -1.649 2.152 -0.216
H -1.822 3.732 -1.232
H -2.826 2.367 -1.365
O 1.121 -0.505 -1.592
C 0.806 -0.912 -0.443
O 0.982 -2.145 -0.247
C 0.702 -2.436 1.201
C 0.738 -1.071 1.856
C 0.277 -0.115 0.711
H 1.407 -3.245 1.391
H -0.328 -2.791 1.250
H 1.723 -0.784 2.224
H 0.058 -1.039 2.707
H 0.858 0.794 0.557
H -0.796 -0.048 0.529
*
```

=====

Entry 2:
Formula: C2H7PS3
Source: the Open Molecules 2025 dataset
Level of theory: the ωB97M-V functional and the def2-TZVPD basis

- HOMO level (alpha / beta): -8.86 / -7.52 eV
- Energy relative to the best compared isomer or geometry (same formula, charge and spin): 484.7 kJ/mol
- HOMO-LUMO gap (alpha / beta): 8.2 / 6.2 eV
- E_LUMO (alpha / beta): -0.64 / -1.29 eV

```
! RIJCOSX wB97M-V def2-TZVPD def2/J DEFGRID3
* xyz 0 1
C -0.883 -1.145 0.321
C -0.469 0.268 0.063
P 2.762 -0.628 0.115
S -2.699 -1.378 -0.008
S -0.421 0.876 -1.513
S -0.750 1.326 1.509
H -0.694 -1.450 1.257
H -0.369 -1.693 -0.376
H 3.425 0.248 1.118
H 2.186 0.348 -0.710
H -2.627 -0.837 -1.263
H 0.586 1.948 -1.229
H -0.047 2.117 0.715
*
```

=====

Entry 3:
Formula: C10H28ClINO11P4
Source: the Open Molecules 2025 dataset
Level of theory: the ωB97M-V functional and the def2-TZVPD basis

- HOMO level: -11.24 eV
- HOMO-LUMO gap: 6.5 eV
- E_LUMO: -4.71 eV

```
! RIJCOSX wB97M-V def2-TZVPD def2/J DEFGRID3
* xyz 1 1
O 1.960 -0.255 1.957
P 0.624 0.293 1.047
O 1.088 1.022 -0.400
C -0.679 -1.073 0.801
P -0.147 -2.879 0.587
O 1.484 -2.844 0.062
I -1.348 -3.956 -1.266
C -1.451 -1.044 2.217
N -2.919 -0.742 2.133
C -3.101 -0.079 0.793
Cl -2.791 1.708 1.122
C -1.839 -0.468 -0.124
H 1.625 -0.402 2.859
H 1.747 0.497 -0.898
H 1.975 -2.527 0.847
H -1.097 -1.881 2.873
H -1.054 -0.113 2.741
H -3.272 -0.233 2.957
H -3.342 -1.681 2.108
H -4.086 -0.348 0.333
H -1.557 0.537 -0.546
H -2.183 -1.090 -0.990
C -4.265 1.876 -5.922
O -4.658 2.504 -4.707
P -4.921 1.499 -3.348
O -3.737 0.575 -3.586
O -6.302 0.892 -4.006
C -7.295 1.804 -4.494
O -5.300 0.757 -1.844
C -6.211 1.468 -0.997
H -4.494 2.565 -6.737
H -3.192 1.689 -5.915
H -4.808 0.944 -6.087
H -7.237 1.852 -5.582
H -7.164 2.806 -4.083
H -8.281 1.433 -4.212
H -7.193 1.556 -1.471
H -5.819 2.463 -0.771
H -6.316 0.911 -0.065
C 5.131 -1.083 0.668
O 6.515 -1.111 0.969
P 6.953 -1.494 2.579
O 5.917 -2.587 2.781
O 6.400 -0.037 3.119
C 6.842 1.155 2.461
O 7.698 -1.790 4.098
C 8.983 -1.187 4.291
H 4.999 -0.490 -0.240
H 4.773 -2.095 0.474
H 4.551 -0.625 1.471
H 6.052 1.516 1.800
H 7.748 0.984 1.877
H 7.045 1.917 3.214
H 8.905 -0.096 4.267
H 9.680 -1.522 3.520
H 9.366 -1.491 5.265
*
```

=====

Entry 4:
Formula: CH4CsO
Source: the Open Molecules 2025 dataset
Level of theory: the ωB97M-V functional and the def2-TZVPD basis

- HOMO level: -15.91 eV
- Energy relative to the best compared isomer or geometry (same formula, charge and spin): 130.0 kJ/mol
- HOMO-LUMO gap: 12.3 eV
- E_LUMO: -3.62 eV

```
! RIJCOSX wB97M-V def2-TZVPD def2/J DEFGRID3
* xyz 1 1
Cs 1.827 -3.200 12.766
C 1.441 -6.251 12.835
O 2.402 -5.325 12.313
H 1.414 -6.139 13.919
H 0.433 -5.952 12.549
H 1.812 -7.255 12.628
H 2.959 -5.820 11.707
*
```